1.
Molecular formula: C32H75B2ClO14
Method: DFT, ωB97M-V/def2-TZVPD

Computed properties:
HOMO in eV: -9.24
E in Eh: -2827.30846
Orbital gap in eV: 9.461
SMILES: CCB(O)B(C[C@@H](C)O)[C@H](Cl)CC.COCCOCCOC.COCCOCCOC.COCCOCCOC.COCCOCCOC

Structure (ORCA input):
```
! RIJCOSX wB97M-V def2-TZVPD def2/J DEFGRID3
* xyz 0 1
C -0.153 4.817 0.639
C -1.629 5.042 0.215
B -2.305 3.849 -0.575
O -2.632 4.127 -1.895
B -2.652 2.282 0.028
C -1.900 1.032 -0.567
C -0.368 1.171 -0.540
C 0.344 -0.153 -0.828
O -0.021 2.161 -1.514
C -3.714 1.976 1.159
Cl -4.995 3.266 1.185
C -3.094 1.805 2.553
C -2.116 2.901 2.964
H 0.174 3.777 0.506
H 0.522 5.455 0.067
H 0.006 5.043 1.696
H -2.222 5.268 1.107
H -1.696 5.922 -0.433
H -3.356 3.581 -2.210
H -2.173 0.930 -1.630
H -2.189 0.096 -0.069
H -0.048 1.520 0.452
H 1.204 0.010 -1.479
H 0.673 -0.629 0.098
H -0.322 -0.858 -1.335
H 0.583 2.807 -1.138
H -4.245 1.049 0.920
H -3.909 1.750 3.281
H -2.595 0.827 2.570
H -2.582 3.886 2.897
H -1.218 2.900 2.337
H -1.791 2.751 3.997
C 0.173 -0.630 3.303
O 1.426 -1.062 3.770
C 1.879 -0.289 4.866
C 3.126 -0.899 5.466
O 2.860 -1.983 6.340
C 2.637 -3.239 5.717
C 3.911 -3.953 5.324
O 4.411 -3.435 4.105
C 5.685 -3.955 3.804
H 0.207 0.423 2.990
H -0.088 -1.246 2.444
H -0.603 -0.742 4.070
H 1.097 -0.233 5.636
H 2.103 0.734 4.529
H 3.605 -0.137 6.084
H 3.818 -1.191 4.673
H 1.983 -3.137 4.847
H 2.128 -3.848 6.466
H 3.704 -5.027 5.214
H 4.656 -3.831 6.120
H 6.420 -3.676 4.567
H 5.991 -3.545 2.843
H 5.660 -5.050 3.737
C -0.056 3.463 -5.412
O -0.506 2.162 -5.713
C -1.204 1.593 -4.619
C -1.858 0.294 -5.025
O -3.081 0.461 -5.729
C -2.955 0.728 -7.116
C -2.727 -0.512 -7.953
O -1.368 -0.902 -7.908
C -1.156 -2.147 -8.529
H 0.604 3.464 -4.536
H 0.497 3.828 -6.276
H -0.896 4.138 -5.209
H -1.969 2.296 -4.261
H -0.510 1.404 -3.791
H -2.120 -0.248 -4.113
H -1.157 -0.317 -5.599
H -2.165 1.459 -7.307
H -3.912 1.159 -7.419
H -3.018 -0.303 -8.992
H -3.365 -1.323 -7.575
H -1.706 -2.946 -8.018
H -0.091 -2.361 -8.481
H -1.469 -2.127 -9.580
C 6.219 -10.125 3.187
O 7.163 -9.419 3.958
C 7.179 -8.041 3.644
C 8.054 -7.285 4.619
O 7.407 -6.986 5.847
C 7.361 -8.042 6.794
C 8.638 -8.192 7.590
O 9.607 -8.899 6.841
C 10.863 -8.905 7.476
H 6.421 -10.021 2.115
H 6.291 -11.175 3.461
H 5.200 -9.771 3.385
H 6.159 -7.634 3.685
H 7.565 -7.897 2.625
H 8.286 -6.314 4.176
H 8.989 -7.824 4.784
H 7.106 -8.991 6.315
H 6.562 -7.776 7.489
H 8.421 -8.733 8.522
H 9.017 -7.196 7.854
H 11.261 -7.889 7.583
H 11.541 -9.490 6.858
H 10.805 -9.362 8.471
C -10.636 6.501 -4.026
O -9.283 6.638 -4.387
C -8.890 7.994 -4.463
C -7.393 8.102 -4.653
O -6.659 7.954 -3.449
C -6.431 6.619 -3.025
C -5.269 5.953 -3.728
O -5.662 5.479 -5.001
C -4.565 5.021 -5.755
H -11.294 7.006 -4.744
H -10.869 5.438 -4.022
H -10.827 6.914 -3.029
H -9.175 8.522 -3.543
H -9.397 8.481 -5.309
H -7.173 9.112 -5.006
H -7.059 7.388 -5.410
H -7.333 6.011 -3.136
H -6.185 6.688 -1.964
H -4.912 5.115 -3.114
H -4.445 6.672 -3.828
H -3.845 5.827 -5.943
H -4.951 4.658 -6.706
H -4.043 4.199 -5.248
*
```

2.
Molecular formula: C32H75B3BrF3N9O9P3
Method: DFT, ωB97M-V/def2-TZVPD

Computed properties:
HOMO in eV: -8.17
E in Eh: -6405.95508
Orbital gap in eV: 6.705
SMILES: CC(=O)OCCCCCCB1OB(CCC(F)=C(F)F)OB(CC(=O)Br)O1.CN(C)P(=O)(N(C)C)N(C)C.CN(C)P(=O)(N(C)C)N(C)C.CN(C)P(=O)(N(C)C)N(C)C

Structure (ORCA input):
```
! RIJCOSX wB97M-V def2-TZVPD def2/J DEFGRID3
* xyz 0 1
C -2.316 3.929 3.028
C -1.705 5.414 3.492
O -1.753 5.805 4.784
O -1.161 6.258 2.391
C 0.321 6.205 2.434
C 0.950 4.982 1.485
C 1.644 3.914 2.516
C 2.234 2.550 1.791
C 2.217 1.370 2.947
C 3.597 0.458 2.985
B 4.332 0.779 4.421
O 5.638 1.440 4.614
B 5.263 2.806 5.126
C 6.066 4.138 4.588
C 5.884 5.442 5.569
C 6.659 6.706 4.847
F 6.396 8.084 5.340
C 7.593 6.546 3.683
F 7.214 6.874 2.262
F 8.958 6.021 3.963
O 4.109 2.856 6.091
B 3.959 1.483 6.624
C 4.237 1.050 8.212
C 5.479 2.045 8.717
O 6.715 1.546 8.649
Br 4.953 3.879 9.320
O 3.569 0.400 5.661
H -3.321 3.661 3.606
H -2.505 3.962 1.865
H -1.459 3.147 3.305
H 0.614 5.983 3.562
H 0.799 7.254 2.181
H 1.716 5.455 0.721
H 0.055 4.502 0.901
H 0.791 3.574 3.278
H 2.493 4.496 3.120
H 3.336 2.760 1.429
H 1.582 2.212 0.856
H 1.232 0.726 2.854
H 2.136 1.938 3.994
H 4.284 0.700 2.063
H 3.346 -0.708 2.984
H 5.783 4.393 3.470
H 7.222 3.863 4.582
H 4.756 5.740 5.772
H 6.380 5.284 6.634
H 4.585 -0.089 8.164
H 3.282 1.155 8.880
O -2.755 -0.522 1.753
P -2.694 -0.952 0.267
N -2.249 0.645 -0.204
C -2.663 1.398 -1.375
C -0.894 1.042 0.198
N -4.421 -1.076 0.165
C -5.266 -0.312 -0.741
C -5.164 -1.266 1.419
N -2.624 -1.447 -1.441
C -3.175 -2.813 -1.641
C -1.247 -1.540 -1.974
H -2.261 1.008 -2.313
H -2.340 2.445 -1.308
H -3.742 1.471 -1.473
H -0.127 0.538 -0.394
H -0.712 0.794 1.251
H -0.738 2.122 0.111
H -5.401 0.717 -0.397
H -6.262 -0.766 -0.817
H -4.888 -0.315 -1.767
H -5.252 -0.323 1.974
H -4.678 -2.010 2.057
H -6.177 -1.643 1.236
H -2.633 -3.547 -1.031
H -3.109 -3.113 -2.693
H -4.235 -2.889 -1.388
H -0.609 -2.147 -1.321
H -0.779 -0.565 -2.097
H -1.237 -1.982 -2.978
O -8.238 -3.480 -2.251
P -8.177 -3.910 -3.737
N -7.732 -2.313 -4.208
C -8.146 -1.559 -5.379
C -6.377 -1.916 -3.806
N -9.904 -4.034 -3.840
C -10.749 -3.270 -4.746
C -10.647 -4.224 -2.586
N -8.107 -4.405 -5.446
C -8.658 -5.771 -5.645
C -6.730 -4.498 -5.979
H -7.744 -1.950 -6.317
H -7.823 -0.513 -5.313
H -9.225 -1.487 -5.478
H -5.610 -2.420 -4.398
H -6.195 -2.164 -2.753
H -6.222 -0.836 -3.894
H -10.884 -2.241 -4.402
H -11.746 -3.724 -4.822
H -10.371 -3.273 -5.771
H -10.735 -3.281 -2.030
H -10.161 -4.968 -1.947
H -11.660 -4.601 -2.769
H -8.116 -6.505 -5.035
H -8.592 -6.071 -6.697
H -9.718 -5.847 -5.392
H -6.093 -5.105 -5.325
H -6.262 -3.522 -6.101
H -6.721 -4.940 -6.982
O 4.952 -0.833 -0.213
P 6.123 -1.655 -0.805
N 6.595 -0.323 -1.791
C 7.087 -0.329 -3.157
C 7.175 0.806 -1.051
N 5.044 -2.647 -1.731
C 5.051 -2.769 -3.182
C 3.648 -2.738 -1.280
N 7.469 -2.600 -1.485
C 7.390 -4.032 -1.091
C 8.799 -2.173 -0.996
H 8.084 -0.762 -3.262
H 7.144 0.689 -3.564
H 6.422 -0.841 -3.846
H 8.179 0.582 -0.685
H 6.557 1.059 -0.181
H 7.227 1.713 -1.660
H 4.597 -1.898 -3.663
H 4.481 -3.652 -3.499
H 6.054 -2.935 -3.582
H 3.082 -1.840 -1.559
H 3.592 -2.871 -0.195
H 3.138 -3.605 -1.715
H 7.391 -4.138 0.001
H 8.234 -4.599 -1.500
H 6.497 -4.532 -1.473
H 8.819 -2.116 0.098
H 9.099 -1.204 -1.394
H 9.585 -2.865 -1.323
*
```

Question: Look up the E of the second one.
Answer: -6405.95508 Eh

Question: What is the orbital gap in the second record?
Answer: 6.705 eV

Question: Among the records above, which one has the lowest HOMO?
Answer: C32H75B2ClO14